{
  "formula": "C48H65As3NP2SiW",
  "method": "ωB97M-V with the def2-TZVPD basis set",
  "charge": 3,
  "fmax_ev_per_a": 0.9,
  "e_homo_ev": [-14.56, -14.56],
  "gap_ha": [0.156, 0.156],
  "spin_multiplicity": 1,
  "elements": ["W", "C", "N", "C", "P", "C", "C", "C", "C", "C", "C", "C", "C", "C", "C", "C", "C", "C", "C", "C", "C", "C", "C", "P", "C", "C", "C", "C", "C", "C", "C", "C", "C", "C", "C", "C", "H", "H", "H", "H", "H", "H", "H", "H", "H", "H", "H", "H", "H", "H", "H", "H", "H", "H", "H", "H", "H", "H", "H", "H", "H", "H", "H", "H", "H", "C", "As", "C", "C", "C", "C", "C", "As", "C", "C", "C", "As", "C", "C", "H", "H", "H", "H", "H", "H", "H", "H", "H", "H", "H", "H", "H", "H", "H", "H", "H", "H", "H", "H", "H", "H", "H", "H", "H", "H", "H", "C", "Si", "C", "C", "C", "C", "H", "H", "H", "H", "H", "H", "H", "H", "H"],
  "coordinates": [[-0.049359, 0.303638, 0.434627], [1.468730, -2.112675, 2.731354], [2.114577, -2.576257, 1.548618], [3.075484, -1.644811, 1.035251], [2.440478, -0.268890, -0.061101], [3.794675, 0.925874, 0.120551], [4.985794, 0.627572, -0.556679], [6.114163, 1.408176, -0.367019], [6.077121, 2.490792, 0.501668], [4.914050, 2.776436, 1.200333], [3.784096, 1.991481, 1.018921], [2.605425, -0.889372, -1.757756], [2.614651, -2.255406, -2.036750], [2.891570, -2.689873, -3.324113], [3.128530, -1.775861, -4.343856], [3.110684, -0.415629, -4.072043], [2.867871, 0.020415, -2.779201], [2.315191, -3.996599, 1.433625], [3.533648, -4.545372, 1.049156], [3.674268, -5.927161, 0.968760], [2.622970, -6.767783, 1.293294], [1.410440, -6.219032, 1.683037], [1.247057, -4.842718, 1.731971], [0.319895, -0.695748, 2.513932], [0.303445, 0.049310, 4.133913], [-0.884287, -0.021639, 4.867000], [-0.911251, 0.434379, 6.175688], [0.233251, 0.978612, 6.742191], [1.415842, 1.055064, 6.013925], [1.460639, 0.579059, 4.714978], [-0.837949, 1.683993, 1.767643], [0.222749, 2.574598, 1.873941], [0.214117, 3.627377, 2.780756], [-0.917828, 3.819648, 3.554751], [-1.998308, 2.936886, 3.461478], [-1.950998, 1.861469, 2.598881], [2.181616, -1.711065, 3.471987], [0.927765, -2.901770, 3.252272], [3.817411, -2.136529, 0.412013], [3.618005, -1.129598, 1.838162], [5.038353, -0.209927, -1.240134], [7.025801, 1.168372, -0.898104], [6.958975, 3.102180, 0.642147], [4.890683, 3.602657, 1.898762], [2.914185, 2.210021, 1.619511], [2.425063, -2.989651, -1.262099], [2.946441, -3.749418, -3.532573], [3.347848, -2.126393, -5.343966], [3.320837, 0.300689, -4.855972], [2.950281, 1.073168, -2.551095], [4.398419, -3.926538, 0.852016], [4.629822, -6.343653, 0.677700], [2.748083, -7.841099, 1.247689], [0.582759, -6.866769, 1.943364], [0.280075, -4.431071, 1.996429], [-1.777220, -0.455582, 4.430986], [-1.821337, 0.356337, 6.755790], [0.208624, 1.336848, 7.763053], [2.304754, 1.473957, 6.466923], [2.391924, 0.624146, 4.160867], [1.108363, 2.447872, 1.243834], [1.061297, 4.296501, 2.861405], [-0.963772, 4.652795, 4.244643], [-2.861090, 3.081966, 4.099635], [-2.746475, 1.136421, 2.616281], [-4.177497, 0.797061, 0.609407], [-2.655500, 0.100281, -0.370723], [-3.284888, -1.701784, -0.609961], [-2.829933, 0.765836, -2.197459], [-2.888888, 2.282971, -2.449734], [-2.632585, 2.492399, -3.948568], [-1.871389, 3.039128, -1.578564], [-0.053038, 2.360911, -1.420880], [0.614947, 2.222176, -3.233983], [0.886646, 3.968578, -0.887744], [-4.282390, 2.849738, -2.120449], [-4.452391, 4.829526, -2.350555], [-4.499790, 5.268641, -0.435599], [-6.381487, 4.834244, -2.645938], [-5.028682, 0.669684, -0.056903], [-4.076535, 1.844710, 0.872448], [-4.331026, 0.191646, 1.500524], [-4.347898, -1.637329, -0.837478], [-3.133091, -2.285802, 0.293424], [-2.760112, -2.153638, -1.445323], [-3.726847, 0.285703, -2.596057], [-1.981578, 0.311467, -2.720819], [-1.738187, 1.977260, -4.295749], [-2.547830, 3.551652, -4.191981], [-3.471264, 2.093002, -4.521285], [-2.223294, 3.113472, -0.544014], [-1.760634, 4.062641, -1.946408], [0.127827, 3.016850, -3.795047], [0.406340, 1.258395, -3.688690], [1.683131, 2.410213, -3.219146], [0.724686, 4.680181, -1.696334], [1.952457, 3.769702, -0.785709], [0.481541, 4.375487, 0.032750], [-4.565529, 2.631202, -1.090957], [-5.021832, 2.376739, -2.771634], [-3.504968, 5.168495, 0.003224], [-5.206880, 4.635176, 0.102691], [-4.806469, 6.308003, -0.322052], [-6.594377, 4.477782, -3.652503], [-6.741326, 5.858750, -2.564981], [-6.903478, 4.214390, -1.917514], [-1.482352, -3.899194, -3.113699], [-0.714331, -4.392145, -1.488694], [-1.912145, -5.282238, -0.386726], [0.858369, -5.328863, -1.780791], [-0.331129, -2.721189, -0.619912], [-0.207491, -1.619420, -0.073775], [-1.374130, -4.740744, -3.804154], [-0.983053, -3.042846, -3.573153], [-2.550013, -3.690695, -3.031235], [-2.344001, -6.114306, -0.951223], [-2.740358, -4.652342, -0.060512], [-1.429036, -5.706625, 0.493259], [0.592447, -6.387443, -1.861352], [1.596258, -5.243183, -0.984108], [1.306105, -5.039158, -2.730927]],
  "atomic_forces_ev_per_a": [[0.19, 0.25, 0.79], [0.00, 0.00, -0.02], [0.16, -0.12, 0.16], [-0.09, -0.12, -0.06], [-0.12, 0.17, 0.03], [0.20, -0.12, -0.06], [-0.02, 0.05, 0.01], [0.00, 0.01, 0.01], [0.04, 0.01, -0.01], [0.00, -0.02, 0.00], [-0.05, -0.01, 0.06], [0.05, 0.02, 0.05], [-0.04, -0.03, 0.00], [0.00, 0.00, -0.04], [-0.02, -0.04, 0.01], [0.00, 0.01, 0.03], [0.03, 0.01, -0.01], [-0.07, 0.16, -0.06], [-0.02, -0.04, 0.04], [0.05, 0.05, -0.01], [0.00, -0.05, -0.02], [-0.05, 0.04, -0.01], [0.02, 0.00, -0.02], [-0.09, 0.11, -0.50], [-0.05, -0.04, 0.09], [0.02, -0.02, 0.05], [0.01, 0.00, -0.01], [0.01, 0.01, 0.01], [-0.02, 0.02, 0.02], [-0.01, -0.01, -0.01], [-0.44, 0.01, -0.08], [0.17, -0.13, -0.15], [0.03, 0.03, 0.05], [0.00, 0.01, 0.01], [0.00, 0.01, 0.02], [0.14, 0.08, 0.11], [0.05, -0.01, -0.01], [-0.03, -0.08, -0.01], [0.02, -0.05, 0.00], [-0.01, 0.05, 0.00], [0.00, 0.01, 0.00], [-0.01, 0.00, 0.00], [-0.02, -0.01, 0.00], [-0.01, -0.01, -0.01], [-0.09, -0.02, 0.04], [0.02, 0.03, 0.02], [-0.02, -0.01, 0.00], [0.00, 0.00, 0.02], [0.01, -0.01, 0.01], [0.03, -0.02, 0.03], [0.00, -0.02, -0.01], [-0.01, 0.02, 0.00], [0.00, 0.02, 0.01], [0.00, 0.02, -0.01], [-0.01, 0.00, 0.01], [0.02, 0.01, 0.01], [0.01, 0.01, -0.01], [0.00, -0.01, -0.01], [-0.01, -0.01, -0.01], [0.00, 0.01, -0.02], [0.04, 0.00, -0.14], [-0.01, -0.01, 0.00], [0.01, -0.01, -0.01], [0.01, -0.01, -0.02], [-0.08, -0.03, -0.05], [0.04, 0.03, -0.02], [0.15, 0.09, 0.09], [-0.03, 0.02, -0.03], [-0.06, -0.04, 0.04], [0.00, 0.01, 0.01], [0.00, -0.04, -0.04], [0.08, 0.09, -0.04], [-0.08, -0.20, -0.07], [-0.10, 0.08, -0.02], [-0.04, -0.02, -0.07], [0.03, -0.04, 0.03], [-0.07, -0.03, 0.04], [0.04, 0.04, 0.01], [0.01, 0.03, -0.04], [-0.06, 0.00, 0.02], [0.03, 0.02, 0.04], [-0.01, -0.01, 0.02], [-0.03, -0.04, -0.01], [0.03, -0.02, 0.02], [0.00, -0.06, -0.01], [-0.02, 0.01, -0.01], [0.05, 0.02, -0.04], [-0.01, 0.02, 0.00], [0.00, 0.02, 0.02], [0.00, 0.00, 0.01], [-0.04, -0.02, 0.02], [-0.05, 0.03, -0.02], [0.01, 0.00, -0.05], [0.04, -0.02, 0.00], [-0.02, 0.01, -0.03], [0.06, 0.06, 0.00], [0.02, -0.01, 0.04], [-0.02, 0.03, 0.02], [-0.01, 0.00, -0.02], [0.01, 0.03, -0.02], [-0.02, 0.00, 0.01], [0.00, 0.00, -0.02], [0.00, -0.01, 0.00], [-0.01, 0.00, 0.01], [-0.01, 0.00, 0.00], [0.02, -0.01, 0.01], [-0.03, 0.04, -0.05], [0.07, 0.14, 0.02], [-0.04, -0.06, 0.02], [0.01, -0.07, 0.00], [0.06, -0.04, 0.09], [-0.04, -0.27, -0.32], [-0.02, 0.01, 0.02], [0.00, -0.02, 0.02], [0.01, 0.02, -0.03], [0.03, 0.02, 0.01], [0.00, 0.00, -0.01], [0.02, 0.02, 0.02], [0.02, 0.02, -0.01], [0.00, 0.01, 0.01], [0.02, 0.01, 0.01]]
}